The following is a quantum chemistry calculation of a cluster of 2 separate species, C23H24F3NO5 in total in a non-equilibrium geometry, from OMol25.

Values from the calculation:
Total charge: 0
E_LUMO (eV): -1.62
Total energy (eV): -44118.847
Kohn-Sham gap (eV): 5.1

Each line ends with the Mulliken charge.
CARTESIAN COORDINATES (ANGSTROEM)
C -2.04355 1.86803 0.81405  -1.353
N -0.68997 1.88595 0.26666  0.544
C -0.33470 3.05753 -0.56137  -1.100
C 0.18392 0.96883 0.70114  -0.207
C 1.57252 1.33204 0.95845  -0.547
C 1.97050 2.65416 1.30838  -0.663
C 3.30593 3.02276 1.25902  -0.846
C 4.27771 2.04642 1.01685  0.340
C 5.70879 2.47748 0.87848  0.861
F 6.60203 1.45188 0.99358  -0.264
F 5.91630 3.05939 -0.34957  -0.253
F 6.04069 3.40891 1.82654  -0.262
C 3.93045 0.70469 0.88390  -0.876
C 2.58537 0.35300 0.90181  -0.398
H -2.57432 2.76951 0.49326  0.409
H -2.57923 0.97966 0.46550  0.640
H -1.99448 1.78276 1.91426  0.294
H -1.16911 3.26398 -1.24530  0.407
H -0.17493 3.96120 0.05297  0.400
H 0.57592 2.87476 -1.15202  0.337
H -0.24670 0.08398 1.20359  0.775
H 1.21116 3.38349 1.60099  0.646
H 3.59665 4.05930 1.39864  0.448
H 4.68608 -0.06775 0.78101  0.502
H 2.27458 -0.69244 0.87334  0.751
C -6.53500 -0.52409 1.79322  -0.827
O -5.96934 -0.31241 0.47981  -0.450
C -4.69092 -0.71382 0.23675  0.865
C -4.18703 -0.40778 -1.05271  -0.852
C -2.87378 -0.67250 -1.36082  -0.705
C -1.96011 -1.22067 -0.40158  0.299
C -0.56356 -1.35496 -0.69878  1.691
C 0.26463 -2.16371 0.18950  -0.121
O 0.14791 -2.23235 1.40836  -0.707
O 1.27769 -2.92614 -0.35421  -0.333
C 1.68084 -2.71998 -1.73780  1.428
C 2.55346 -1.48649 -1.82675  -1.066
C 2.39644 -4.01934 -2.11596  -1.717
O 0.49381 -2.56681 -2.53299  -0.392
C -0.23657 -1.43211 -2.14218  -0.414
O -0.54543 -0.59549 -2.98218  -0.672
C -2.51379 -1.59530 0.85840  -0.503
C -3.83385 -1.33552 1.18175  -0.684
H -7.48924 0.00027 1.73414  0.248
H -6.70059 -1.59742 1.98309  0.313
H -5.90665 -0.08872 2.58674  0.320
H -4.85391 0.04796 -1.77962  0.405
H -2.49819 -0.43962 -2.35066  0.490
H 1.96785 -0.59449 -1.55727  0.157
H 3.39849 -1.60023 -1.13546  0.225
H 2.90750 -1.38369 -2.85833  0.425
H 1.70120 -4.86051 -2.07752  0.403
H 2.81477 -3.94828 -3.12123  0.394
H 3.20150 -4.20579 -1.39935  0.355
H -1.89516 -2.13420 1.57184  0.458
H -4.18455 -1.60535 2.17761  0.382


The following is a quantum chemistry calculation of a structure of composition C17H27BrN5ORuSSi, from OMol25.

Values from the calculation:
Energy relative to the best compared isomer or geometry (same formula, charge and spin) (eV): 0.4863
2S+1: 2
Total charge: +2
E_LUMO (spin up / spin down) (eV): -6.86 / -7.60
Total energy (eV): -118890.450
Kohn-Sham gap (spin up / spin down) (eV): 7.1 / 6.4

Each line ends with the Mulliken charge.
CARTESIAN COORDINATES (ANGSTROEM)
Ru 0.28650 0.03141 0.79188  0.408
C 2.44713 2.10497 -1.53359  -0.941
C 1.16859 2.62464 -0.96053  0.706
C 0.67593 3.88518 -1.29493  -0.703
C -0.55032 4.30767 -0.80251  -0.603
C -1.28492 3.49782 0.05068  -0.608
C -0.72106 2.27945 0.39736  0.594
N 0.46798 1.86155 -0.11829  0.052
N -1.21554 1.23664 1.17757  0.176
Si -2.52520 1.28581 2.40916  -0.360
C -2.55496 2.98103 3.17565  -1.025
C -2.11470 0.02378 3.71242  -1.050
C -4.09041 0.82945 1.50862  -0.804
H 3.26908 2.77936 -1.28915  0.377
H 2.37833 2.05184 -2.62086  0.393
H 2.66400 1.11230 -1.15462  -0.097
H 1.24835 4.51008 -1.96606  0.478
H -0.94320 5.27060 -1.10157  0.465
H -2.25722 3.78364 0.41693  0.494
H -1.66169 3.14688 3.78199  0.325
H -3.41607 3.04329 3.84634  0.387
H -2.64293 3.80446 2.47184  0.341
H -1.05234 0.01442 3.96026  0.337
H -2.41662 -0.98542 3.43043  0.312
H -2.65742 0.27411 4.62730  0.394
H -4.44394 1.62979 0.85520  0.326
H -4.89094 0.60607 2.21743  0.383
H -3.93510 -0.06377 0.89638  0.183
O -4.01066 -3.47732 -1.48626  -0.484
C -3.01891 -2.67633 -1.13279  0.892
C -2.64523 -1.52770 -1.84149  -0.666
C -1.60597 -0.76098 -1.37461  -0.744
N -0.92530 -1.10466 -0.27154  0.064
C -1.30533 -2.18640 0.40736  0.216
Br -0.29013 -2.37674 1.99610  -0.016
C -2.32606 -3.01203 0.03878  -0.484
H -4.44048 -3.20512 -2.30859  0.336
H -3.16186 -1.23347 -2.74521  0.392
H -1.27960 0.13407 -1.88480  0.535
H -2.59974 -3.88247 0.61766  0.539
C 5.32640 1.17643 1.24724  -1.048
N 4.15898 0.29165 1.17914  -0.057
C 3.78970 -0.55612 0.22123  0.510
S 2.23541 -1.33723 0.32698  -0.360
N 4.56033 -0.91256 -0.79486  -0.141
C 6.01488 -0.79907 -0.95611  -1.012
H 5.04435 2.04742 1.83315  0.343
H 5.60322 1.51496 0.25448  0.371
H 6.17398 0.69219 1.72764  0.374
H 3.54382 0.30135 1.97601  0.202
H 4.08025 -1.46295 -1.49062  0.250
H 6.50860 -0.82416 0.00871  0.359
H 6.29106 0.10285 -1.49805  0.341
H 6.34768 -1.66403 -1.52307  0.345


The following is a quantum chemistry calculation of a structure of composition C3H9NO2 in a non-equilibrium geometry, from OMol25.

Values from the calculation:
Energy relative to the best compared isomer or geometry (same formula, charge and spin) (eV): 4.6827
Total charge: 0
E_LUMO (eV): 0.80
Total energy (eV): -8838.273
Kohn-Sham gap (eV): 9.4

Each line ends with the Mulliken charge.
CARTESIAN COORDINATES (ANGSTROEM)
C -0.50085 -0.00674 -1.09479  0.182
C 1.00557 -0.55687 -1.22100  -0.683
N -1.36462 -0.83095 -0.20683  -0.536
O -0.02588 -0.63865 -2.22227  -0.439
H -1.00743 0.92936 -1.33520  0.464
H -1.20361 0.11951 0.87031  0.478
H -2.26397 -1.03416 -0.64157  0.251
H 1.78341 0.15335 -1.47409  0.293
H 1.33723 -1.53544 -0.88409  0.312
C 0.66472 1.01673 1.67133  -0.521
O -0.49831 1.19586 0.90974  -0.686
H -0.87631 -1.70081 -0.00474  0.252
H 1.32849 0.28257 1.19026  0.191
H 0.41975 0.63766 2.67295  0.232
H 1.20181 1.96859 1.76999  0.209


The following is a quantum chemistry calculation of a cluster of 4 separate species, C12H36N3O4 in total in a non-equilibrium geometry, from OMol25.

Values from the calculation:
Energy relative to the best compared isomer or geometry (same formula, charge and spin) (eV): 0.0678
Total charge: +1
E_LUMO (eV): -1.99
Total energy (eV): -25681.395
Kohn-Sham gap (eV): 10.4

Each line ends with the Mulliken charge.
CARTESIAN COORDINATES (ANGSTROEM)
O -0.32445 -0.07953 0.06600  -0.277
H -0.43626 -1.09504 0.22139  0.620
H 0.68036 0.11209 0.12061  0.250
H -0.77436 0.50544 0.75984  0.615
C -2.13605 -2.14522 -1.86293  -1.470
C -1.10637 -3.12536 -1.30073  0.323
C 0.15824 -3.17303 -2.16607  -0.554
O -0.14323 -3.63409 -3.43496  -0.360
C 1.01683 -4.14645 -4.11112  -0.741
N -0.71792 -2.76086 0.08527  -0.716
H -1.75726 -1.12960 -2.00494  0.240
H -2.98229 -2.05880 -1.17782  0.413
H -2.43217 -2.53512 -2.83532  0.416
H -1.67045 -4.06374 -1.25375  0.401
H 0.90282 -3.79132 -1.64663  0.407
H 0.52360 -2.13492 -2.13496  0.185
H 0.72348 -4.32422 -5.13568  0.265
H 1.28974 -5.07340 -3.59909  0.305
H 1.85023 -3.45885 -3.96423  0.305
H -0.01618 -3.42563 0.41191  0.229
H -1.53009 -3.00805 0.65097  0.308
C -3.66047 3.28757 1.39738  -1.445
C -2.61005 2.37709 0.72066  0.208
C -1.54458 3.27483 0.06343  -0.755
O -0.86881 2.51779 -0.92723  -0.175
C -0.05024 3.35360 -1.74462  -0.823
N -2.02413 1.42529 1.70018  -0.686
H -3.92005 4.14920 0.79128  0.425
H -3.30924 3.60098 2.38285  0.367
H -4.54778 2.67252 1.57146  0.399
H -3.09761 1.81141 -0.07321  0.208
H -0.86179 3.64394 0.84146  0.288
H -2.06139 4.11170 -0.41055  0.470
H 0.38457 2.70078 -2.50194  0.248
H 0.80049 3.72037 -1.16118  0.305
H -0.62282 4.15553 -2.20569  0.320
H -1.53243 1.98457 2.40074  0.267
H -2.84496 1.12150 2.22741  0.270
C 2.34497 2.18455 1.52933  -1.067
C 3.02470 0.92801 1.00752  0.172
C 3.03317 -0.24396 1.99144  -0.840
O 1.69113 -0.66200 2.20069  -0.093
C 1.55080 -1.50384 3.30404  -0.968
N 2.41804 0.54422 -0.28584  -0.706
H 1.36153 1.85266 1.90640  0.130
H 1.98044 2.87038 0.76246  0.187
H 2.89052 2.65285 2.34035  0.446
H 4.06633 1.19021 0.77976  0.426
H 3.48336 0.07730 2.93234  0.443
H 3.59328 -1.07236 1.55009  0.401
H 0.49067 -1.74671 3.42776  0.257
H 1.85468 -1.04417 4.25662  0.354
H 2.09152 -2.46070 3.27434  0.356
H 2.87916 -0.22238 -0.76939  0.230
H 2.49874 1.29296 -0.96808  0.219


The following is a quantum chemistry calculation of a structure of composition C6F18Li3N3O12S6 in a non-equilibrium geometry, from OMol25.

Values from the calculation:
Energy relative to the best compared isomer or geometry (same formula, charge and spin) (eV): 0.0000
Total charge: 0
E_LUMO (eV): -0.49
Total energy (eV): -149804.035
Kohn-Sham gap (eV): 10.6

Each line ends with the Mulliken charge.
CARTESIAN COORDINATES (ANGSTROEM)
Li 0.50049 0.09177 -0.30657  1.525
Li -1.54215 1.05731 1.56325  0.789
Li 0.89799 -2.68282 -0.55169  0.823
C -3.99434 -0.44912 0.76056  0.546
F -4.60153 -1.61298 0.91389  -0.197
F -4.84323 0.50274 0.48179  -0.173
F -3.36690 -0.14937 1.93972  -0.256
S -2.66285 -0.66960 -0.55399  0.844
O -1.83034 -1.72237 -0.06182  -0.586
O -3.37779 -0.82224 -1.76149  -0.513
N -1.75297 0.76261 -0.31931  -0.118
S -2.12846 1.68675 -1.56915  0.671
O -1.74940 1.16760 -2.85429  -0.539
O -3.46184 2.21036 -1.49124  -0.634
C -0.92629 3.08463 -1.40888  0.568
F -0.83581 3.71670 -2.54416  -0.182
F -1.33273 3.95836 -0.47240  -0.236
F 0.25005 2.57521 -1.00449  -0.182
C 3.95866 -1.62128 -0.96980  0.726
F 4.26809 -1.41874 0.30230  -0.206
F 5.05671 -1.63816 -1.69747  -0.189
F 3.32766 -2.80078 -1.11187  -0.228
S 2.85398 -0.21093 -1.58231  0.797
O 2.63473 0.77676 -0.56516  -0.536
O 3.43801 0.19857 -2.79844  -0.531
N 1.32225 -1.05462 -1.67808  -0.614
S 1.19823 -1.39723 -3.27109  0.839
O 0.84178 -0.28908 -4.07674  -0.595
O 2.30351 -2.20335 -3.69192  -0.623
C -0.30503 -2.52430 -3.33090  0.658
F -0.08458 -3.41916 -4.26394  -0.191
F -0.47062 -3.21139 -2.14122  -0.319
F -1.38829 -1.81665 -3.51308  -0.145
C -0.40192 -1.40748 3.68446  0.514
F -0.47682 -0.53755 4.66258  -0.174
F -0.03228 -2.59741 4.11663  -0.163
F -1.58262 -1.45711 3.07006  -0.175
S 0.86243 -0.89264 2.38139  0.615
O 2.15110 -0.97169 2.95940  -0.476
O 0.59668 -1.80700 1.28006  -0.403
N 0.38303 0.69590 1.85372  -0.129
S 1.31568 1.61313 2.82717  0.650
O 1.32402 1.29575 4.21393  -0.580
O 2.60703 1.81563 2.24691  -0.601
C 0.45287 3.25536 2.64722  0.580
F 0.24557 3.82420 3.80574  -0.199
F 1.11986 4.06161 1.85651  -0.208
F -0.76160 3.03412 2.02420  -0.242


The following is a quantum chemistry calculation of a cluster of 3 separate species, C2H12NO2S2 in total in a non-equilibrium geometry, from OMol25.

Values from the calculation:
Energy relative to the best compared isomer or geometry (same formula, charge and spin) (eV): 0.0027
Total charge: +1
E_LUMO (eV): -3.29
Total energy (eV): -29518.360
Kohn-Sham gap (eV): 9.1

Each line ends with the Mulliken charge.
CARTESIAN COORDINATES (ANGSTROEM)
N -0.62678 -0.73320 -1.95954  -0.164
C -0.60832 -1.23331 -0.52742  -0.817
C -0.35008 -0.06061 0.38704  -0.584
S 0.06349 -0.64340 2.05546  -0.042
S 0.14807 1.06705 3.09943  -0.188
H 0.31187 -0.33094 -2.09876  0.246
H -2.28710 1.33640 -4.55301  0.318
H -0.75114 -1.51078 -2.60467  0.345
H 0.16024 -1.99397 -0.50236  0.395
H -1.58312 -1.66230 -0.35315  0.407
H 0.48098 0.53730 0.02512  0.410
H -1.21731 0.59409 0.44017  0.432
H 1.43873 1.40513 2.91463  0.178
H 2.93741 -0.94737 -2.10055  0.317
H 2.29265 0.12647 -2.97543  0.329
O 2.22805 -0.29284 -2.10645  -0.675
H -0.90126 1.75899 -4.00103  0.317
H -1.32668 -0.00520 -2.11097  0.408
O -1.55659 1.04767 -3.97871  -0.629


The following is a quantum chemistry calculation of the ion C11H22OP with charge +1 in a non-equilibrium geometry, from OMol25.

Values from the calculation:
Energy relative to the best compared isomer or geometry (same formula, charge and spin) (eV): 1.0411
Total charge: +1
E_LUMO (eV): -2.50
Total energy (eV): -23092.753
Kohn-Sham gap (eV): 10.8

Each line ends with the Mulliken charge.
CARTESIAN COORDINATES (ANGSTROEM)
C -2.24334 -0.29428 -0.60732  0.342
C -1.58228 1.06684 -0.81251  -0.985
C -1.41367 -1.49849 -0.78178  -1.360
C -0.39397 1.39829 0.12269  1.253
C -0.14812 -1.55295 0.15769  1.771
C 0.39446 2.66951 -0.34387  -1.625
C -0.91802 1.74792 1.53465  -1.783
C 0.64011 -2.77935 -0.25121  -1.608
C -0.54049 -1.49153 1.63485  -1.473
C 1.50151 0.20259 -1.91469  -1.646
C 2.33963 0.04816 0.87844  -1.290
O -3.37385 -0.28296 -0.20344  -0.508
P 0.81755 0.01596 -0.14925  0.683
H -1.38112 1.08802 -1.89874  0.472
H -2.33638 1.91177 -0.69688  0.393
H -2.14274 -2.35479 -0.47690  0.355
H -1.08516 -1.90584 -1.70338  0.586
H -0.26445 3.52079 -0.42270  0.504
H 0.57963 2.36207 -1.45442  0.369
H 1.24520 3.11282 0.14440  0.289
H -0.00015 1.80692 2.18722  0.423
H -1.61126 1.08635 2.02993  0.323
H -1.32788 2.73124 1.59139  0.500
H 1.77639 -2.64914 -0.28247  0.343
H 0.41463 -3.14910 -1.21995  0.389
H 0.49727 -3.56995 0.49520  0.410
H -1.65727 -1.24841 1.65802  0.297
H -0.08594 -0.57916 2.03546  0.344
H -0.40988 -2.34103 2.31034  0.442
H 2.24078 -0.52752 -2.11190  0.506
H 1.83284 1.18292 -1.96405  0.668
H 0.68672 0.08800 -2.68732  0.364
H 3.07522 -0.20573 0.19482  0.510
H 2.44307 -0.71097 1.66235  0.403
H 2.43098 1.10102 1.34536  0.341


Look up the total energy of the seventh one.
-23092.753 eV


total energy of number 1 (C23H24F3NO5)?
-44118.847 eV


What is the total charge in the fifth record?
0